(1)
{"formula": "C4H6O2Pt", "method": "wB97M-V/def2-TZVPD", "spin_multiplicity": 3, "total_energy_ha": -424.9042, "e_homo_ev": [-19.41, -20.72], "gap_ev": [8.543, 7.136], "charge": 2, "s_squared": 2.010, "elements": ["H", "O", "C", "C", "C", "C", "O", "Pt", "H", "H", "H", "H", "H"], "positions_angstrom": [[-0.131, -0.542, 1.919], [-0.726, 1.510, 2.222], [-0.463, 0.458, 1.495], [0.174, 0.542, 0.282], [0.851, -0.603, -0.434], [0.172, -1.122, -1.651], [-0.969, -0.799, -1.972], [-1.724, 0.534, -0.818], [-1.167, 2.201, 1.712], [0.459, 1.555, -0.036], [0.969, -1.480, 0.227], [1.880, -0.336, -0.724], [0.675, -1.918, -2.222]], "mulliken_spin": [0.0042, 0.1040, 0.1364, 0.1115, 0.0217, 0.0147, 0.1559, 1.4509, -0.0057, 0.0032, -0.0015, -0.0005, 0.0052]}

***

(2)
{"formula": "C4H6O2Ru", "method": "wB97M-V/def2-TZVPD", "spin_multiplicity": 7, "e_above_lowest_ev": 0.346, "total_energy_ha": -401.0558, "e_homo_ev": [-6.70, -9.85], "gap_ev": [7.038, 7.984], "charge": 0, "s_squared": 12.008, "elements": ["O", "C", "H", "H", "C", "C", "C", "O", "Ru", "H", "H", "H", "H"], "positions_angstrom": [[1.082, 1.731, 0.474], [1.394, 0.875, -0.433], [-1.001, 1.479, 0.253], [0.928, 0.997, -1.433], [-1.752, 0.637, -0.051], [-1.210, -0.586, -0.134], [0.049, -0.953, 0.603], [1.242, -0.538, -0.063], [3.267, -0.672, 0.037], [-1.548, -1.298, -0.895], [-2.616, 0.884, -0.674], [0.147, -2.044, 0.701], [0.017, -0.513, 1.613]], "mulliken_spin": [0.4521, 0.3860, 0.0033, 0.0408, 0.0087, 0.0105, 0.0336, -0.0507, 5.1008, -0.0005, -0.0002, 0.0016, 0.0140]}